Entry 1:
Entry from the Open Molecules 2025 dataset: a 2-piece molecular cluster, C7H10 overall (wB97M-V/def2-TZVPD).

Geometry as ORCA input:
```
! RIJCOSX wB97M-V def2-TZVPD def2/J DEFGRID3
* xyz 0 1
C 1.00099 -0.48418 1.22904
C 1.68493 0.17581 0.06179
C 1.08158 -1.23686 -0.06646
C 0.11309 -0.74646 -1.17946
C -1.34759 -0.19366 -1.06830
C -0.68839 1.16632 -0.80781
C 0.54824 0.62948 -0.83873
H 1.66079 -0.86398 2.00660
H 0.05635 -0.08956 1.59768
H 2.72487 0.48517 0.08126
H 1.62247 -2.17803 -0.11819
H 0.40021 -1.14535 -2.15645
H -1.86837 -0.55186 -0.17059
H -2.00145 -0.33429 -1.93762
H -1.09765 2.11239 -0.46747
H -2.20657 1.37320 1.84639
H -1.68351 1.88185 1.98832
*
```

HOMO level in eV: -8.65



Entry 2:
Entry from the Open Molecules 2025 dataset: an isolated molecule of C7H10 in a non-equilibrium geometry (wB97M-V/def2-TZVPD).

Geometry as ORCA input:
```
! RIJCOSX wB97M-V def2-TZVPD def2/J DEFGRID3
* xyz 0 1
C 0.56374 -0.39542 1.88639
C 0.38955 -1.75229 1.20492
C 0.22822 -0.48226 0.46088
C 0.62906 1.77980 -0.61726
C -0.59300 1.17977 -1.08735
C -0.48711 -0.20269 -1.81168
C -0.88330 -0.09425 -0.37688
H 1.59507 -0.14497 2.13416
H -0.16534 -0.06176 2.62245
H 1.26195 -2.39410 1.10313
H -0.52208 -2.30865 1.44418
H 0.94254 1.74298 0.41066
H 1.03506 2.62572 -1.17976
H -1.38125 1.80811 -1.50793
H 0.53866 -0.50287 -2.00893
H -1.23105 -0.49357 -2.55346
H -1.92070 -0.30355 -0.12354
*
```

HOMO level (alpha / beta) in eV: -8.07 / -7.82